[1]
Density functional theory data (the ωB97M-V functional and the def2-TZVPD basis) for a molecular structure, C22H44N2PdSi4.

The calculation puts the HOMO energy (spin up / spin down) at -4.7739 / -8.1187 eV. The spin multiplicity is 3. Its HOMO-LUMO gap (spin up / spin down) is 5.008 / 6.609 eV.

Element x y z (Å)
1 C -3.6255 -0.5044 -1.5312
2 C -4.0776 0.8224 -2.1795
3 H -4.0227 -1.3376 -2.1296
4 H -4.0223 -0.6059 -0.5143
5 H -2.5199 -0.6477 -1.4987
6 H -3.5885 0.9936 -3.1441
7 H -5.1639 0.7955 -2.3659
8 H -3.9112 1.6947 -1.5435
9 C -0.0631 -3.0555 -1.7203
10 C 0.8172 -4.1175 -1.9644
11 C 2.0022 -3.8708 -2.6648
12 C 2.2554 -2.5912 -3.1481
13 H -1.0263 -3.2069 -1.2234
14 H 0.5543 -5.1105 -1.6097
15 H 2.7166 -4.6748 -2.8428
16 H 3.1404 -2.3645 -3.7393
17 N 0.2584 -1.8002 -2.0903
18 C 1.3524 -1.5488 -2.8611
19 C 1.5507 -0.1594 -3.2977
20 N 0.6528 0.7539 -2.8389
21 C 0.7513 2.0420 -3.1862
22 C 2.7662 1.6070 -4.4119
23 C 1.8202 2.5202 -3.9470
24 H -0.0311 2.7151 -2.8411
25 H 1.8679 3.5901 -4.1524
26 C 2.6221 0.2580 -4.1109
27 H 3.3140 -0.4976 -4.4929
28 H 3.6068 1.9466 -5.0159
29 Pd -0.7741 -0.0311 -1.3464
30 C -1.4643 1.8104 -1.1689
31 H -1.8458 2.0972 -2.1505
32 H -0.6958 2.5107 -0.8348
33 H -2.2799 1.7248 -0.4491
34 C -3.4174 -0.1044 2.3801
35 Si -1.7366 -0.9662 2.3430
36 C -1.0612 -1.0644 4.1043
37 C -1.9363 -2.7074 1.6456
38 Si -0.2266 0.1614 0.9325
39 Si 0.0879 2.3380 1.7882
40 C 0.5802 2.4395 3.6077
41 C 1.4504 3.0741 0.7065
42 C -1.5013 3.3582 1.6639
43 Si 1.8952 -0.7762 1.4384
44 C 2.6268 -0.2735 3.1155
45 C 1.8109 -2.6580 1.4713
46 C 3.0533 -0.2126 0.0590
47 H -4.1030 -0.7221 2.9796
48 H -3.8575 0.0150 1.3831
49 H -3.3591 0.8853 2.8504
50 H -1.6969 -1.7734 4.6564
51 H -0.0280 -1.4320 4.1594
52 H -1.1116 -0.0972 4.6218
53 H -2.5615 -2.7010 0.7447
54 H -0.9842 -3.1858 1.3923
55 H -2.4385 -3.3276 2.4016
56 H 1.6127 2.1225 3.7917
57 H 0.4934 3.4986 3.8963
58 H -0.0855 1.8584 4.2590
59 H 1.2796 2.9724 -0.3744
60 H 1.5058 4.1506 0.9368
61 H 2.4299 2.6280 0.9294
62 H -1.9928 3.3324 0.6887
63 H -2.2302 3.0406 2.4202
64 H -1.2253 4.4036 1.8638
65 H 1.8815 -0.1699 3.9149
66 H 3.3352 -1.0616 3.4174
67 H 3.1868 0.6691 3.0416
68 H 1.6621 -3.0858 0.4714
69 H 2.7780 -3.0205 1.8554
70 H 1.0240 -3.0429 2.1326
71 H 2.9757 -0.8768 -0.8130
72 H 2.8567 0.8099 -0.2888
73 H 4.0905 -0.2563 0.4274


[2]
Density functional theory data (the ωB97M-V functional and the def2-TZVPD basis) for a molecular structure, C22H44O44S11.

The calculation puts the HOMO energy at -10.5966 eV. The spin multiplicity is 1. Its HOMO-LUMO gap is 10.532 eV.

Element x y z (Å)
1 C -0.3072 0.4726 -0.5374
2 C 0.8803 -0.4330 -0.5838
3 O 0.5813 -1.3435 0.4384
4 S -0.1411 -0.5740 1.7016
5 O 0.8425 -0.0092 2.6245
6 O -1.2987 -1.2713 2.2983
7 O -0.6421 0.6313 0.7347
8 H -1.1281 0.0605 -1.1243
9 H -0.1620 1.5203 -0.8006
10 H 1.8336 0.0908 -0.5135
11 H 1.0184 -0.9697 -1.5225
12 C -0.1989 2.9623 3.9481
13 C 1.0725 3.6999 3.4338
14 O 1.0414 5.0110 3.9504
15 S -0.0152 5.2419 5.1513
16 O -0.9862 6.2120 4.6169
17 O 0.5817 5.5612 6.4585
18 O -0.6282 3.7218 5.0625
19 H -0.1328 1.9236 4.2718
20 H -0.9717 3.1442 3.2012
21 H 1.2409 3.8894 2.3737
22 H 1.9567 3.2239 3.8579
23 C -3.8255 -2.9221 4.9273
24 C -2.4979 -3.5562 5.1513
25 O -2.8453 -4.8947 5.4039
26 S -4.1977 -4.9066 6.2761
27 O -3.9963 -4.4016 7.6351
28 O -4.9266 -6.1400 6.1156
29 O -4.8128 -3.8035 5.2840
30 H -4.0723 -2.7119 3.8866
31 H -4.0947 -2.0901 5.5780
32 H -2.0321 -3.1314 6.0406
33 H -1.9603 -3.3703 4.2215
34 C 5.3740 -0.9018 1.2861
35 C 4.1004 -0.7447 0.5308
36 O 4.0516 -1.6586 -0.5440
37 S 4.7968 -3.0058 -0.1033
38 O 5.3699 -3.6275 -1.3123
39 O 4.0163 -3.6757 0.9008
40 O 5.9510 -2.0697 0.7191
41 H 5.0432 -1.0016 2.3199
42 H 5.9772 -0.0027 1.1596
43 H 4.0122 0.2537 0.1023
44 H 3.2716 -1.0148 1.1851
45 C -4.4126 4.2005 2.4629
46 C -3.8543 4.1901 3.9415
47 O -3.5956 2.8539 4.1913
48 S -3.9281 1.7915 2.9400
49 O -5.3221 1.1844 3.0732
50 O -2.7853 0.9085 2.6642
51 O -3.9566 3.0310 1.8647
52 H -3.9337 4.8847 1.7625
53 H -5.4939 4.3251 2.5224
54 H -4.4157 4.5692 4.7955
55 H -2.8773 4.6731 3.9236
56 C -3.0242 -3.2992 -0.2944
57 C -4.1972 -3.6429 -1.1315
58 O -5.3005 -3.3653 -0.2908
59 S -5.1004 -1.9894 0.5728
60 O -5.7752 -2.0423 1.8816
61 O -5.3001 -0.8950 -0.3728
62 O -3.4914 -2.4562 0.7590
63 H -2.2387 -2.7539 -0.8176
64 H -2.6875 -4.2198 0.1824
65 H -4.1130 -4.7078 -1.3485
66 H -4.3911 -2.9581 -1.9570
67 C -2.2504 0.7630 -5.0583
68 C -1.6508 1.6606 -6.1149
69 O -0.5172 2.2226 -5.5884
70 S 0.1770 1.2879 -4.4445
71 O 0.7327 2.0377 -3.3566
72 O 1.0385 0.2957 -5.1704
73 O -1.2626 0.5678 -4.0730
74 H -2.5998 -0.2177 -5.3810
75 H -2.9928 1.2008 -4.3909
76 H -2.3417 2.4533 -6.4018
77 H -1.4160 1.0534 -6.9891
78 C 6.5317 3.1220 -3.4679
79 C 5.6744 2.4228 -4.4323
80 O 5.5164 1.1658 -3.9219
81 S 5.3496 1.2432 -2.2980
82 O 6.1616 0.1983 -1.5999
83 O 3.9588 1.4730 -1.8803
84 O 6.1265 2.6451 -2.2025
85 H 6.4795 4.2049 -3.3554
86 H 7.5401 2.8025 -3.7308
87 H 6.1032 2.3852 -5.4337
88 H 4.7517 3.0023 -4.4628
89 C -1.4948 -6.6847 -0.9794
90 C -0.5883 -7.2284 -2.0165
91 O 0.1295 -6.1027 -2.4613
92 S 0.3860 -5.0054 -1.2413
93 O 0.2105 -3.6454 -1.6633
94 O 1.6069 -5.2784 -0.4624
95 O -0.9011 -5.5370 -0.2988
96 H -1.8448 -7.4594 -0.2972
97 H -2.3246 -6.1774 -1.4716
98 H -1.1049 -7.7780 -2.8033
99 H 0.0717 -7.9555 -1.5435
100 C 2.7487 -2.9784 -3.7054
101 C 3.7719 -1.8751 -3.6697
102 O 3.7652 -1.5217 -4.9609
103 S 3.8220 -2.8176 -5.9557
104 O 5.1295 -3.4888 -5.8693
105 O 3.3010 -2.5416 -7.3046
106 O 2.6601 -3.5654 -5.0203
107 H 1.7406 -2.7114 -3.3885
108 H 2.9671 -3.7254 -2.9422
109 H 4.8049 -2.2026 -3.5529
110 H 3.5909 -1.1433 -2.8825
111 C -1.7126 7.2544 1.5286
112 C -0.2340 7.4250 1.2885
113 O 0.1880 6.3170 0.4715
114 S -0.9599 5.1329 0.3197
115 O -0.3737 3.8303 0.5699
116 O -1.8143 5.2186 -0.8599
117 O -1.7425 5.8503 1.5897
118 H -2.3611 7.5635 0.7089
119 H -2.0543 7.4456 2.5459
120 H 0.3998 7.4228 2.1752
121 H 0.1614 8.3025 0.7767


[3]
Density functional theory data (the ωB97M-V functional and the def2-TZVPD basis) for 7 unconnected molecules or ions with the total composition C22H44O8.

The calculation puts the HOMO energy at -9.5348 eV. As for the SMILES: CCOC(C)=O.CC(C)=O.CC(C)=O.CC(C)=O.CC(C)=O.CC(C)=O.CC(C)=O. The spin multiplicity is 1. Its HOMO-LUMO gap is 9.547 eV.

Element x y z (Å)
1 O -76.4141 19.3374 7.7051
2 C -76.6955 18.1411 7.6484
3 O -77.7666 17.6500 7.2074
4 C -78.9260 18.4138 6.9967
5 C -80.1837 17.5873 6.5781
6 C -75.8104 17.0481 8.1922
7 H -78.5263 19.0853 6.2760
8 H -79.1392 18.7406 7.9168
9 H -80.5216 16.9342 7.2178
10 H -80.2119 17.1927 5.5980
11 H -81.0598 18.2993 6.5312
12 H -75.5858 16.4473 7.3512
13 H -76.4742 16.5832 9.0276
14 H -74.9397 17.3831 8.8487
15 C -82.3358 19.0935 15.0838
16 C -81.8451 20.5311 14.9961
17 O -82.6693 21.5033 14.5693
18 C -80.3625 20.8122 15.1394
19 H -83.3642 18.9914 15.2198
20 H -81.8568 18.7831 16.0237
21 H -81.8919 18.4967 14.1093
22 H -79.8939 21.8658 15.3609
23 H -79.8153 20.3343 14.2860
24 H -80.3092 20.0102 16.0458
25 C -75.9678 21.1795 10.0428
26 C -76.5013 21.5376 11.5112
27 O -75.9118 22.4843 12.2640
28 C -77.6964 20.8125 11.9178
29 H -76.3690 21.3559 9.2361
30 H -75.6628 20.1144 10.1673
31 H -75.1109 21.7217 9.7722
32 H -78.3533 20.9300 11.1637
33 H -78.2992 21.0650 12.7562
34 H -77.2510 19.7737 12.2028
35 C -75.6850 17.2336 12.0623
36 C -75.3403 15.7469 11.7000
37 O -76.2027 15.0220 11.1223
38 C -73.9771 15.2647 11.8236
39 H -75.7438 17.2107 13.0438
40 H -76.4755 17.5054 11.6607
41 H -74.9580 17.8355 11.4591
42 H -74.2291 14.3745 11.4978
43 H -73.5126 15.2214 12.6167
44 H -73.1940 15.7157 10.9869
45 C -75.2983 25.9432 12.7937
46 C -74.2556 26.3688 11.7427
47 O -73.3873 27.2867 12.1301
48 C -74.4048 25.8293 10.3206
49 H -74.9402 26.2616 13.7443
50 H -75.1533 24.8531 13.0031
51 H -76.3211 26.1289 12.5937
52 H -75.4104 25.6339 10.0130
53 H -74.0851 24.7905 10.1320
54 H -73.9116 26.2926 9.6343
55 C -81.5032 21.7713 11.2017
56 C -81.1699 21.9235 9.7287
57 O -80.8166 20.9496 8.8809
58 C -81.0265 23.4203 9.2906
59 H -81.1035 22.6287 11.7771
60 H -80.9538 20.9526 11.7167
61 H -82.4452 21.3399 11.1932
62 H -80.7136 24.0647 10.0401
63 H -81.8963 23.7957 9.0029
64 H -80.4985 23.3922 8.5205
65 C -78.9466 24.5262 13.0531
66 C -80.3955 25.2250 13.1322
67 O -81.1451 25.6272 12.1651
68 C -80.9390 25.0494 14.6005
69 H -78.5904 24.5991 11.9983
70 H -79.1107 23.4259 13.3103
71 H -78.1782 24.9761 13.4206
72 H -80.8073 26.2486 15.0184
73 H -80.4247 24.5931 15.1137
74 H -81.8501 24.6874 14.7036


Number 1: strongest force on any atom 0.0542 Eh/bohr. Number 2: strongest force on any atom 0.1211 Eh/bohr. Number 3: strongest force on any atom 0.3355 Eh/bohr.